# C44H55BrN7O4Pt

A molecular structure, C44H55BrN7O4Pt in a non-equilibrium geometry (ωB97M-V with the def2-TZVPD basis set, the OMol25 dataset).

Calculated values
* largest force on an atom: 3.45 eV Å⁻¹
* E_HOMO (alpha / beta): -0.5057 / -0.5057 Ha
* LUMO level (alpha / beta): -10.84 / -10.85 eV
* frontier orbital gap (alpha / beta): 2.92 / 2.91 eV

The geometry in ORCA input format:
```
! wB97M-V def2-TZVPD RIJCOSX def2/J DEFGRID3
* xyz 3 1
Pt -0.08 0.42 1.00
C -1.65 -1.17 -6.05
C -2.94 -1.03 -5.21
C -3.42 -2.42 -4.77
C -4.03 -0.42 -6.09
C -2.57 -0.15 -4.03
C -1.87 -0.66 -2.96
C -1.37 0.15 -1.91
N -0.54 -0.35 -0.96
C 0.12 -1.54 -1.09
C 0.54 -2.07 -2.31
C 1.14 -3.33 -2.40
C 1.39 -4.03 -1.21
C 1.08 -3.53 0.04
C 0.40 -2.27 0.14
O 0.03 -1.77 1.25
C 1.53 -4.23 1.31
C 0.34 -4.50 2.24
C 2.23 -5.56 1.03
C 2.53 -3.30 2.02
C 1.48 -3.92 -3.75
C 2.19 -2.88 -4.63
C 2.36 -5.17 -3.67
C 0.14 -4.32 -4.39
C -1.84 1.50 -1.89
O -1.65 2.25 -0.65
C -2.61 2.04 -2.92
C -2.89 1.21 -4.01
C -3.18 3.47 -2.91
C -4.30 3.65 -3.95
C -3.78 3.82 -1.53
C -2.05 4.44 -3.30
H -1.83 -1.84 -6.89
H -1.34 -0.21 -6.45
H -0.84 -1.58 -5.46
H -3.69 -3.00 -5.65
H -2.66 -2.98 -4.23
H -4.30 -2.33 -4.14
H -4.32 -1.13 -6.86
H -4.92 -0.19 -5.50
H -3.69 0.48 -6.60
H -1.70 -1.72 -2.88
H 0.46 -1.46 -3.20
H 1.89 -4.98 -1.27
H -0.36 -5.19 1.77
H 0.70 -4.96 3.16
H -0.18 -3.58 2.49
H 1.58 -6.25 0.50
H 3.15 -5.42 0.47
H 2.49 -6.03 1.98
H 2.04 -2.37 2.32
H 2.91 -3.80 2.91
H 3.36 -3.07 1.36
H 3.08 -2.51 -4.14
H 2.50 -3.34 -5.57
H 1.56 -2.03 -4.88
H 3.33 -4.94 -3.23
H 1.88 -5.96 -3.11
H 2.54 -5.54 -4.68
H -0.52 -3.47 -4.49
H 0.31 -4.74 -5.37
H -0.35 -5.07 -3.77
H -3.44 1.62 -4.83
H -5.11 2.95 -3.79
H -4.70 4.66 -3.87
H -3.94 3.55 -4.97
H -4.22 2.95 -1.04
H -3.10 4.39 -0.88
H -4.62 4.50 -1.68
H -1.77 4.28 -4.33
H -2.40 5.47 -3.21
H -1.15 4.32 -2.70
C -0.48 3.19 -0.45
O 0.02 2.94 0.79
C -0.27 3.73 1.91
C -0.41 5.11 1.86
C -0.59 5.82 3.05
Br -0.96 7.68 2.96
C -0.46 5.18 4.27
C -0.22 3.81 4.33
C -0.26 3.06 3.14
O -0.27 1.68 3.14
C 0.19 3.27 5.61
N 0.16 3.99 6.71
C 0.81 3.30 7.66
C 1.10 3.65 8.99
C 1.81 2.74 9.74
C 2.25 1.53 9.20
C 1.98 1.17 7.88
C 1.27 2.07 7.12
N 0.83 2.06 5.81
H -0.82 4.22 -0.58
H -2.50 2.77 -0.58
H 0.27 2.91 -1.20
H -0.37 5.65 0.93
H -0.51 5.73 5.19
H -0.69 1.34 3.95
H 0.78 4.60 9.38
H 2.04 2.96 10.77
H 2.80 0.85 9.83
H 2.31 0.21 7.50
H 1.08 1.38 5.11
N 4.69 -0.87 5.06
C 4.47 -0.33 3.86
N 5.50 0.00 3.08
N 3.21 -0.12 3.53
C 2.61 0.24 2.49
N 1.94 0.59 1.60
H 5.63 -1.08 5.38
H 3.92 -1.19 5.61
H 6.45 -0.14 3.37
H 5.36 0.50 2.21
*
```